Entry 1:
Formula: C19H34N12O2S2SeTi
Source: OMol25
Level of theory: ωB97M-V/def2-TZVPD

Results
- E_tot: -152368.0893 eV
- Max |F|: 1.15 eV Å⁻¹
- E_HOMO (alpha / beta): -5.66 / -5.66 eV
- ΔE to the lowest compared entry with this formula, charge and spin: 0.3617 eV
- Frontier orbital gap (alpha / beta): 5.87 / 5.40 eV

ORCA input file:
```
! RIJCOSX wB97M-V def2-TZVPD def2/J DEFGRID3
* xyz 0 3
Ti -0.375 -0.183 -0.914
N 0.228 -1.756 0.570
C 1.651 -1.714 0.876
C 2.178 -3.083 1.324
C 3.683 -3.343 1.454
C 4.548 -2.324 2.204
N 3.857 -1.553 3.233
C 3.601 -0.245 3.147
N 3.110 0.403 4.215
N 3.864 0.419 2.030
C 2.364 -1.069 -0.316
O 3.582 -0.844 -0.232
O 1.615 -0.754 -1.289
H -0.386 -1.671 1.375
H -0.039 -2.593 0.057
H 1.756 -0.996 1.689
H 1.801 -3.831 0.620
H 1.683 -3.301 2.275
H 4.128 -3.434 0.462
H 3.784 -4.322 1.930
H 4.958 -1.616 1.493
H 5.392 -2.832 2.674
H 3.570 -2.023 4.075
H 2.862 -0.134 5.028
H 2.550 1.247 4.073
H 3.945 -0.086 1.136
H 3.577 1.391 1.973
C -4.264 3.177 -2.868
N -3.424 3.058 -1.677
C -4.195 2.856 -0.457
C -2.269 2.299 -1.777
N -1.912 1.393 -0.963
N -1.481 2.650 -2.868
C -0.341 2.004 -3.293
N 0.166 2.554 -4.457
N 0.192 1.045 -2.646
H -5.042 3.910 -2.665
H -4.738 2.224 -3.127
H -3.700 3.526 -3.729
H -4.962 3.626 -0.407
H -3.546 2.957 0.412
H -4.677 1.872 -0.422
H -2.639 1.094 -0.315
H -1.636 3.568 -3.247
H -0.521 2.805 -5.152
H 0.944 2.049 -4.850
H 0.975 0.617 -3.130
C -3.134 -3.652 -2.915
C -2.642 -2.584 -1.960
S -1.324 -1.588 -2.587
C -3.181 -2.383 -0.747
C -4.327 -3.213 -0.229
S -2.619 -1.148 0.374
H -2.540 -3.640 -3.827
H -4.179 -3.495 -3.197
H -3.057 -4.653 -2.482
H -4.650 -3.973 -0.940
H -5.182 -2.572 0.001
H -4.049 -3.708 0.704
Se -0.449 0.912 4.146
N 0.695 2.309 3.983
C 0.997 2.388 2.683
C 1.878 3.316 2.107
C 2.163 3.195 0.747
C 1.568 2.192 -0.001
N 0.680 1.309 0.484
C 0.390 1.381 1.812
N -0.418 0.512 2.389
H 2.315 4.096 2.719
H 2.846 3.878 0.261
H 1.801 2.085 -1.052
*
```

Entry 2:
Formula: C19H34N2O6P
Source: OMol25
Level of theory: ωB97M-V/def2-TZVPD

Results
- E_tot: -44798.5445 eV
- Max |F|: 4.00 eV Å⁻¹
- E_HOMO: -12.69 eV
- ΔE to the lowest compared entry with this formula, charge and spin: 5.5977 eV
- Frontier orbital gap: 9.22 eV

ORCA input file:
```
! RIJCOSX wB97M-V def2-TZVPD def2/J DEFGRID3
* xyz 1 1
C 0.275 2.580 3.860
C 1.231 1.335 4.091
O 2.070 1.169 2.918
C 2.655 -0.133 2.891
C 1.903 -1.158 1.966
O 1.907 -0.779 0.584
C 0.961 -1.528 -0.177
P -0.745 -0.748 0.042
C -0.435 0.934 0.842
C -1.617 1.865 0.395
N -1.478 3.102 0.122
C -1.710 -1.781 1.259
C -2.961 -2.536 0.666
C -4.338 -1.806 0.898
O -4.221 -0.539 1.547
C -5.113 0.437 1.004
C -1.618 -0.406 -1.552
C -0.818 -0.168 -2.733
C -1.347 0.160 -4.059
C -2.820 0.225 -4.072
C -3.489 -0.063 -2.812
N -2.978 -0.351 -1.604
H -0.013 3.065 4.825
H 0.748 3.301 3.146
H -0.689 2.259 3.379
H 0.548 0.432 4.106
H 1.825 1.418 5.035
H 3.704 -0.061 2.481
H 2.771 -0.516 3.941
H 2.441 -2.143 2.079
H 0.875 -1.302 2.405
H 0.967 -2.574 0.252
H 1.283 -1.626 -1.242
H 0.504 1.346 0.378
H -0.350 0.782 1.942
H -2.639 1.416 0.260
H -0.485 3.333 0.283
H -0.998 -2.580 1.615
H -1.924 -1.143 2.150
H -3.021 -3.523 1.206
H -2.772 -2.816 -0.407
H -4.827 -1.660 -0.098
H -5.013 -2.491 1.486
H -4.925 0.658 -0.080
H -6.188 0.176 1.186
H -4.921 1.392 1.561
H 0.295 -0.218 -2.623
H -0.718 0.370 -4.945
H -3.363 0.481 -5.011
H -4.609 -0.037 -2.858
C 5.157 0.188 -4.982
O 5.384 0.768 -3.696
C 4.684 0.208 -2.708
O 3.906 -0.711 -2.820
O 4.988 0.842 -1.572
C 4.304 0.335 -0.428
H 5.778 0.724 -5.697
H 5.449 -0.863 -4.987
H 4.113 0.300 -5.276
H 4.564 -0.710 -0.254
H 3.231 0.448 -0.545
H 4.622 0.919 0.435
*
```

Entry 3:
Formula: C19H35BCl6O7
Source: OMol25
Level of theory: ωB97M-V/def2-TZVPD

Results
- E_tot: -110408.4278 eV
- Max |F|: 9.50 eV Å⁻¹
- E_HOMO: -9.42 eV
- Frontier orbital gap: 9.44 eV
- SMILES: COCCCCC[C@@H]1[C@H](COC(C)=O)OC(=O)[C@H]1B(O)O.ClCCCl.ClCCCl.ClCCCl

ORCA input file:
```
! RIJCOSX wB97M-V def2-TZVPD def2/J DEFGRID3
* xyz 0 1
C 5.924 1.221 1.893
O 6.011 -0.240 2.040
C 4.946 -0.943 1.309
C 3.432 -0.724 1.899
C 2.652 -2.096 2.345
C 1.227 -2.349 1.518
C -0.112 -1.972 2.385
C -1.113 -0.876 1.613
C -1.181 0.538 2.499
C 0.386 1.001 2.626
O 0.574 2.471 2.786
C 0.574 3.155 1.483
C -0.677 4.214 1.161
O 1.503 3.052 0.529
O -1.913 0.063 3.690
C -3.212 -0.454 3.145
O -4.453 -0.316 3.625
C -2.747 -1.211 1.728
B -3.581 -0.381 0.532
O -5.070 -0.251 0.517
O -2.875 0.332 -0.585
H 4.889 1.625 1.526
H 6.108 1.675 2.980
H 6.741 1.687 1.171
H 4.907 -0.706 0.152
H 5.211 -2.105 1.378
H 2.837 -0.108 1.071
H 3.515 -0.024 2.846
H 2.499 -2.050 3.512
H 3.373 -3.018 2.126
H 1.218 -1.832 0.466
H 1.192 -3.524 1.318
H 0.166 -1.648 3.475
H -0.768 -2.960 2.473
H -0.665 -0.673 0.552
H -1.731 1.459 2.032
H 0.894 0.741 1.577
H 1.011 0.384 3.426
H -1.437 3.659 0.464
H -1.220 4.480 2.173
H -0.167 5.153 0.644
H -2.842 -2.378 1.671
H -5.315 0.334 -0.283
H -2.213 -0.275 -1.030
Cl -6.978 1.377 -2.022
C -5.931 0.849 -3.363
C -6.732 0.306 -4.536
Cl -7.524 -1.243 -4.150
H -5.231 0.104 -2.973
H -5.356 1.724 -3.679
H -6.067 0.118 -5.384
H -7.504 1.011 -4.859
Cl -3.455 -4.150 -3.553
C -5.159 -4.029 -4.057
C -5.710 -5.361 -4.544
Cl -4.978 -5.867 -6.088
H -5.231 -3.257 -4.830
H -5.725 -3.691 -3.184
H -6.786 -5.277 -4.717
H -5.543 -6.158 -3.813
Cl 7.613 4.523 0.760
C 8.660 3.995 -0.580
C 7.860 3.451 -1.754
Cl 7.068 1.903 -1.368
H 9.361 3.250 -0.191
H 9.235 4.870 -0.896
H 8.525 3.263 -2.602
H 7.088 4.156 -2.076
*
```

Entry 4:
Formula: C19H35BN2O8
Source: OMol25
Level of theory: ωB97M-V/def2-TZVPD

Results
- E_tot: -40305.1059 eV
- Max |F|: 1.60 eV Å⁻¹
- E_HOMO: -9.00 eV
- ΔE to the lowest compared entry with this formula, charge and spin: 0.0000 eV
- Frontier orbital gap: 8.06 eV
- SMILES: CN(C)B(O)C1=CC(=O)C=C(CCC(N)=O)C1=O.COCCOC.COCCOC

ORCA input file:
```
! RIJCOSX wB97M-V def2-TZVPD def2/J DEFGRID3
* xyz 0 1
C -0.018 2.762 -2.897
N -0.464 1.437 -2.426
C -0.390 0.445 -3.534
B 0.201 1.027 -1.220
O 1.177 1.859 -0.672
C -0.109 -0.290 -0.400
C -0.054 -0.251 0.937
C -0.277 -1.477 1.744
O -0.834 -1.463 2.819
C 0.230 -2.706 1.103
C 0.183 -2.787 -0.225
C 0.643 -3.944 -1.058
C 1.744 -4.773 -0.414
C 2.951 -3.960 -0.015
N 3.883 -4.563 0.902
O 3.162 -2.878 -0.473
C -0.426 -1.631 -0.971
O -1.145 -1.829 -1.926
H 1.009 2.738 -3.266
H -0.112 3.500 -2.110
H -0.659 3.055 -3.728
H 0.348 -0.335 -3.353
H -0.154 0.959 -4.460
H -1.340 -0.070 -3.655
H 2.067 1.609 -0.939
H 0.163 0.666 1.468
H 0.611 -3.507 1.723
H -0.210 -4.578 -1.301
H 1.015 -3.556 -2.006
H 2.120 -5.482 -1.158
H 1.383 -5.391 0.409
H 4.389 -5.287 0.395
H 3.344 -5.082 1.591
C 4.813 2.093 4.868
O 3.409 1.990 4.735
C 2.887 2.715 3.634
C 2.611 1.828 2.441
O 3.796 1.268 1.896
C 4.019 -0.078 2.280
H 5.128 1.343 5.591
H 5.323 1.909 3.919
H 5.097 3.084 5.241
H 3.571 3.521 3.347
H 1.946 3.170 3.958
H 2.143 2.422 1.653
H 1.917 1.032 2.727
H 3.337 -0.753 1.750
H 3.899 -0.212 3.358
H 5.039 -0.334 2.001
C -4.913 2.278 0.162
O -4.020 1.839 -0.843
C -4.125 0.452 -1.131
C -4.929 0.199 -2.385
O -6.286 0.588 -2.241
C -6.582 1.843 -2.822
H -4.906 3.367 0.152
H -5.932 1.927 -0.020
H -4.588 1.933 1.150
H -4.564 -0.080 -0.280
H -3.110 0.073 -1.283
H -4.918 -0.873 -2.600
H -4.469 0.721 -3.230
H -6.608 1.771 -3.915
H -5.853 2.604 -2.531
H -7.567 2.143 -2.468
*
```

Entry 5:
Formula: C19H35Br33O4S4
Source: OMol25
Level of theory: ωB97M-V/def2-TZVPD

Results
- E_tot: -2383194.4998 eV
- Max |F|: 2.85 eV Å⁻¹
- E_HOMO: -8.76 eV
- Frontier orbital gap: 7.88 eV

ORCA input file:
```
! RIJCOSX wB97M-V def2-TZVPD def2/J DEFGRID3
* xyz 0 1
C 1.654 -0.036 -5.827
S 2.205 1.587 -5.168
O 1.563 2.774 -5.926
C 1.374 1.668 -3.568
H 1.653 0.086 -6.910
H 0.633 -0.134 -5.458
H 2.202 -0.908 -5.471
H 1.748 2.572 -3.087
H 1.807 0.813 -3.047
H 0.286 1.629 -3.613
C 4.150 -0.899 0.884
S 5.452 -0.037 1.814
O 5.686 -0.923 3.086
C 6.916 -0.237 0.674
H 4.293 -1.944 0.608
H 3.917 -0.391 -0.051
H 3.216 -0.900 1.446
H 7.725 0.337 1.127
H 6.740 0.188 -0.314
H 7.215 -1.280 0.566
C -3.059 -1.155 -3.814
S -4.371 0.138 -3.715
O -5.241 -0.269 -2.530
C -3.402 1.618 -3.043
H -2.645 -1.389 -2.833
H -2.238 -0.822 -4.450
H -3.414 -2.112 -4.196
H -2.460 1.690 -3.588
H -3.165 1.563 -1.981
H -3.859 2.590 -3.228
C -0.638 -2.840 -6.215
S 0.677 -3.089 -4.930
O 0.235 -2.093 -3.851
C 0.305 -4.815 -4.402
H -0.374 -2.029 -6.894
H -1.582 -2.671 -5.698
H -0.819 -3.707 -6.852
H 0.449 -5.471 -5.261
H -0.676 -4.935 -3.942
H 0.993 -5.147 -3.625
C 3.994 -3.204 4.753
Br 2.642 -1.828 5.103
Br 3.576 -4.246 3.138
Br 4.137 -4.371 6.405
H 4.982 -2.757 4.642
C -7.196 2.611 3.294
Br -7.205 0.632 3.821
Br -9.060 3.248 2.981
Br -6.086 2.806 1.652
H -6.759 3.243 4.066
C 2.092 5.089 2.429
Br 2.139 3.792 0.935
Br 0.629 6.463 2.038
Br 3.860 5.759 2.818
H 1.752 4.586 3.334
C -1.492 6.198 -1.223
Br -3.418 5.780 -0.904
Br -1.426 8.047 -1.946
Br -0.757 4.801 -2.378
H -0.945 6.186 -0.280
C -1.052 -4.127 5.946
Br -1.532 -2.636 4.809
Br -1.535 -5.799 5.032
Br -2.045 -4.042 7.693
H 0.031 -4.106 6.066
C -3.842 1.467 4.971
Br -3.169 0.668 6.635
Br -3.266 0.318 3.510
Br -3.166 3.277 4.734
H -4.929 1.426 5.048
C -1.662 -4.527 0.898
Br -2.184 -6.370 1.386
Br -1.560 -4.285 -1.117
Br 0.138 -4.046 1.733
H -2.358 -3.779 1.279
C -6.221 -2.440 0.145
Br -5.204 -1.646 1.640
Br -7.907 -3.288 0.908
Br -5.033 -3.727 -0.803
H -6.456 -1.603 -0.511
C -0.880 0.389 0.858
Br -1.340 2.334 0.847
Br 0.795 0.073 -0.044
Br -2.320 -0.658 -0.138
H -0.678 0.028 1.867
C 5.928 2.801 -2.201
Br 5.352 1.710 -3.745
Br 7.848 2.279 -1.874
Br 4.791 2.464 -0.565
H 5.936 3.864 -2.441
C 3.451 2.296 5.254
Br 5.087 3.199 4.806
Br 2.432 1.594 3.688
Br 2.285 3.559 6.347
H 3.659 1.477 5.943
*
```

Entry 6:
Formula: C19H35BrIrN2O4SSi
Source: OMol25
Level of theory: ωB97M-V/def2-TZVPD

Results
- E_tot: -123019.8826 eV
- Max |F|: 1.31 eV Å⁻¹
- E_HOMO (alpha / beta): -14.05 / -14.04 eV
- ΔE to the lowest compared entry with this formula, charge and spin: 1.1681 eV
- Frontier orbital gap (alpha / beta): 6.74 / 5.78 eV

ORCA input file:
```
! RIJCOSX wB97M-V def2-TZVPD def2/J DEFGRID3
* xyz 2 2
Ir -1.192 -0.463 0.797
C -2.915 -2.803 2.026
C -3.967 -1.833 1.529
O -3.360 -0.651 0.912
C -3.957 0.588 1.369
C -3.376 0.944 2.706
O -1.948 0.994 2.547
C -1.294 1.095 3.826
C 0.140 0.722 3.618
O 0.204 -0.564 3.014
C 0.080 -1.710 3.863
C -0.794 -2.732 3.165
O -1.898 -2.004 2.626
H -2.495 -3.398 1.215
H -3.360 -3.477 2.762
H -4.594 -1.492 2.350
H -4.597 -2.303 0.775
H -5.041 0.492 1.395
H -3.698 1.333 0.624
H -3.612 0.194 3.466
H -3.755 1.913 3.039
H -1.787 0.413 4.524
H -1.388 2.115 4.206
H 0.714 0.753 4.545
H 0.606 1.400 2.900
H -0.344 -1.414 4.823
H 1.073 -2.131 4.031
H -1.138 -3.471 3.892
H -0.267 -3.246 2.356
C -1.360 3.338 -2.511
Si -0.354 1.953 -1.776
C 1.105 2.740 -0.878
C -0.036 0.713 -3.136
C -1.439 1.137 -0.464
H -0.749 3.856 -3.254
H -1.675 4.076 -1.772
H -2.249 2.966 -3.023
H 1.765 3.276 -1.564
H 1.708 2.084 -0.246
H 0.695 3.495 -0.200
H 0.465 1.181 -3.987
H -1.011 0.369 -3.493
H 0.522 -0.174 -2.857
H -2.351 0.813 -0.990
H -1.717 1.896 0.278
N 3.003 -2.179 -0.620
C 2.346 -1.027 -0.608
S 1.298 -0.822 0.799
N 2.601 -0.096 -1.497
C 3.425 -0.185 -2.668
C 3.420 -1.312 -3.481
C 4.215 -1.323 -4.618
C 4.991 -0.221 -4.945
C 4.965 0.909 -4.139
C 4.181 0.931 -2.997
H 2.799 -2.868 0.084
H 3.807 -2.314 -1.217
H 2.209 0.814 -1.304
H 2.769 -2.151 -3.273
H 4.212 -2.194 -5.259
H 5.609 -0.238 -5.832
H 5.561 1.774 -4.395
H 4.168 1.805 -2.356
Br -0.941 -2.285 -0.698
*
```